This record from the OMol25 dataset describes a 2-piece molecular cluster, C2H7NO overall in a non-equilibrium geometry. The level of theory is ωB97M-V/def2-TZVPD.

The calculation puts the HOMO energy at -9.830 eV. The spin multiplicity is 1. For the LUMO energy, the calculation gives 0.0252 hartree. For the energy above the lowest of the compared OMol25 structures with the same formula, charge and spin, the calculation gives 171.8 kJ/mol. The SMILES is C=NC.O. For the molar mass, the calculation gives 61.08 g mol⁻¹.

CARTESIAN COORDINATES (ANGSTROEM)
C: 0.992 0.489 1.492
N: 0.822 1.752 1.553
C: 0.990 2.303 0.176
H: 0.465 -0.171 2.210
H: 1.553 -0.114 0.778
H: 1.114 3.375 0.345
H: 1.862 1.965 -0.398
H: 0.083 2.213 -0.445
O: -2.434 -4.275 -1.837
H: -2.572 -3.546 -1.231
H: -2.877 -3.991 -2.643



This record from the OMol25 dataset describes C13H18Ca2ClO16 as an isolated structure in a non-equilibrium geometry. The level of theory is ωB97M-V/def2-TZVPD.

The calculation puts the HOMO energy at -16.438 eV. The spin multiplicity is 1. The total charge is +3. For the LUMO energy, the calculation gives -0.4390 hartree. For the energy above the lowest of the compared OMol25 structures with the same formula, charge and spin, the calculation gives 0.0 kJ/mol. For the molar mass, the calculation gives 545.88 g mol⁻¹.

CARTESIAN COORDINATES (ANGSTROEM)
Ca: -0.091 0.339 3.792
Ca: -2.597 -5.096 2.067
Cl: -0.669 -2.242 1.300
O: -0.080 -2.946 2.431
O: -1.929 -2.936 0.944
O: -0.927 -0.862 1.663
O: 0.172 -2.277 0.171
C: 3.758 -1.731 1.471
C: 3.573 -3.205 1.048
O: 4.684 -3.424 0.179
C: 5.271 -2.231 -0.116
O: 6.250 -2.087 -0.748
O: 4.533 -1.220 0.437
H: 4.047 -1.610 2.518
H: 2.739 -1.318 1.465
H: 2.698 -3.309 0.404
H: 3.597 -3.876 1.903
C: -3.960 -1.214 -1.456
C: -3.138 0.022 -1.133
O: -1.894 -0.302 -1.771
C: -2.062 -1.322 -2.666
O: -1.197 -1.672 -3.389
O: -3.298 -1.856 -2.567
H: -5.006 -1.029 -1.688
H: -3.906 -2.029 -0.730
H: -2.937 0.023 -0.064
H: -3.522 0.944 -1.557
C: -3.525 4.021 0.947
C: -2.153 4.716 1.001
O: -1.308 3.759 1.671
C: -2.047 2.800 2.161
O: -1.611 1.812 2.740
O: -3.325 2.921 1.860
H: -3.741 3.635 -0.044
H: -4.265 4.732 1.297
H: -2.100 5.678 1.507
H: -1.740 4.920 0.014
C: 2.364 -0.334 -2.401
C: 2.220 0.881 -1.537
C: 0.845 1.540 -1.600
O: 0.684 1.990 -0.213
C: 1.382 1.173 0.565
O: 1.260 1.076 1.773
O: 2.080 0.334 -0.165
H: 3.243 -0.962 -2.289
H: 2.166 -0.082 -3.447
H: 1.529 -1.027 -2.236
H: 3.040 1.593 -1.474
H: 0.059 0.832 -1.850
H: 0.835 2.453 -2.188



This record from the OMol25 dataset describes C5H9O3 as an isolated structure in a non-equilibrium geometry. The level of theory is ωB97M-V/def2-TZVPD.

The calculation puts the HOMO energy at -2.090 eV. The spin multiplicity is 1. The total charge is -1. For the LUMO energy, the calculation gives 0.1311 hartree. For the energy above the lowest of the compared OMol25 structures with the same formula, charge and spin, the calculation gives 445.2 kJ/mol. For the molar mass, the calculation gives 117.12 g mol⁻¹.

CARTESIAN COORDINATES (ANGSTROEM)
C: 2.436 1.053 0.026
O: 3.207 0.023 -1.102
C: 1.394 0.079 0.581
C: 0.363 -0.429 -0.488
C: -0.837 -1.008 0.230
C: -2.043 -0.321 0.335
O: -2.044 0.898 -0.392
O: -3.105 -0.652 0.901
H: 1.830 1.914 -0.263
H: 3.163 1.338 0.788
H: 1.930 -0.751 1.070
H: 0.793 0.536 1.387
H: -0.005 0.414 -1.106
H: 0.828 -1.097 -1.217
H: -0.730 -1.770 0.995
H: 2.918 0.990 -1.154
H: -2.846 1.340 -0.090



This record from the OMol25 dataset describes a 2-piece molecular cluster, C8H19N2 overall in a non-equilibrium geometry. The level of theory is ωB97M-V/def2-TZVPD.

The calculation puts the HOMO energy at -12.404 eV. The spin multiplicity is 1. The total charge is +1. For the LUMO energy, the calculation gives -0.1748 hartree. For the energy above the lowest of the compared OMol25 structures with the same formula, charge and spin, the calculation gives 449.1 kJ/mol. For the molar mass, the calculation gives 143.25 g mol⁻¹.

CARTESIAN COORDINATES (ANGSTROEM)
C: -3.415 0.170 2.078
C: -1.331 1.249 2.694
C: 1.745 -1.650 -1.038
C: -0.605 -1.162 -0.492
C: 0.472 -0.394 -2.906
C: 2.737 0.992 0.097
C: -2.386 1.183 1.874
C: 0.665 -0.622 -1.340
N: 1.436 1.386 -0.407
N: 0.584 0.709 -0.917
H: -4.394 0.610 2.119
H: -3.396 -0.300 1.158
H: -3.212 -0.530 2.935
H: 1.236 2.433 -0.181
H: -0.444 1.887 2.426
H: -1.108 0.733 3.580
H: 1.618 -2.524 -1.591
H: 2.787 -1.452 -1.448
H: 1.856 -1.989 0.012
H: -0.480 -2.282 -0.543
H: -1.551 -0.940 -0.884
H: -0.650 -0.670 0.465
H: -0.440 0.261 -2.886
H: 1.368 0.087 -3.188
H: 0.139 -1.374 -3.348
H: 2.999 -0.074 -0.042
H: 2.765 1.209 1.222
H: 3.535 1.353 -0.395
H: -2.530 1.700 0.946



This record from the OMol25 dataset describes one molecule with the formula C3H8O. The level of theory is ωB97M-V/def2-TZVPD.

The calculation puts the HOMO energy at -10.259 eV. The spin multiplicity is 1. For the LUMO energy, the calculation gives 0.0407 hartree. For the energy above the lowest of the compared OMol25 structures with the same formula, charge and spin, the calculation gives 20.6 kJ/mol. The SMILES is CCCO. For the molar mass, the calculation gives 60.10 g mol⁻¹.

CARTESIAN COORDINATES (ANGSTROEM)
C: 1.045 1.499 -0.453
C: -0.192 0.700 -0.084
C: 0.100 -0.787 0.035
O: -1.053 -1.544 0.406
H: 1.598 1.051 -1.280
H: 0.757 2.509 -0.738
H: 1.686 1.629 0.413
H: -0.971 0.812 -0.831
H: -0.606 1.025 0.877
H: 0.914 -1.023 0.731
H: 0.372 -1.203 -0.931
H: -1.429 -1.196 1.219



This record from the OMol25 dataset describes C2H2N2OS as an isolated structure in a non-equilibrium geometry. The level of theory is ωB97M-V/def2-TZVPD.

The calculation puts the HOMO energy (alpha / beta) at -8.052 / -8.062 eV. The spin multiplicity is 1. For the LUMO energy (alpha / beta), the calculation gives -0.0137 / -0.0132 hartree. For the energy above the lowest of the compared OMol25 structures with the same formula, charge and spin, the calculation gives 479.4 kJ/mol. For the molar mass, the calculation gives 102.12 g mol⁻¹.

CARTESIAN COORDINATES (ANGSTROEM)
C: 0.706 -1.181 0.008
C: 0.289 1.254 0.008
N: -0.591 -1.073 -0.001
N: -1.116 0.060 -0.002
O: -2.257 0.458 0.000
S: 1.602 0.296 0.010
H: 1.211 -2.120 0.002
H: 0.158 2.307 -0.026



Q: Which formula does entry 6 have?
A: C2H2N2OS